1.
120
Properties=species:S:1:pos:R:3 method="wB97M-V/def2-TZVPD" total_charge=+1 homo_energy_ev=-11.6214 energy_ha=-3852.916112 de_lowest_kcal_mol=53.5 homo_lumo_gap_ev=8.449
I 2.353 2.059 0.134
I 4.425 -1.844 -2.254
S -0.773 -2.089 -3.082
S 0.156 -2.643 3.115
F 0.319 -1.871 -4.156
O -1.958 -1.624 -3.612
O 2.794 -0.932 -10.240
O 3.639 -4.282 6.097
O 0.873 -2.122 -10.256
O -0.813 -3.405 -2.666
O 3.581 -4.430 8.355
O 5.235 -3.376 7.234
O 1.564 -0.920 -8.466
O -2.190 -1.555 3.996
N -0.316 -1.038 -1.873
N 1.069 0.637 -2.858
N -0.752 -0.201 3.222
N 1.776 -0.904 -1.235
N -1.882 0.495 3.582
C 1.634 4.927 2.964
C 0.048 1.192 -3.773
C 1.223 -4.082 6.313
C -5.906 0.567 0.988
C 3.613 0.659 -0.818
C -5.489 -0.894 1.256
C -1.460 -0.923 0.238
C 2.396 -4.993 6.022
C -0.473 4.271 0.007
C 0.895 -0.339 -2.058
C 1.125 -1.162 0.049
C 5.808 -3.008 8.493
C -3.243 -2.057 1.637
C -2.732 -1.792 0.228
C 1.663 -1.395 -9.714
C 5.053 1.032 -0.948
C 0.470 5.255 0.762
C 3.072 -1.423 -11.556
C -0.284 -1.585 -0.484
C -4.881 1.412 0.192
C -1.281 1.579 -3.100
C -4.234 -0.993 2.111
C 1.660 -1.885 2.422
C -4.818 2.866 0.746
C 4.102 -4.070 7.333
C -4.365 3.791 -0.402
C -1.948 4.377 0.447
C -1.000 -1.396 3.487
C 1.697 4.620 1.460
C 2.611 4.071 3.789
C 1.826 -2.176 0.946
C -2.686 -0.304 4.030
C 3.131 -0.467 -1.278
C -2.850 3.920 -0.708
C 0.589 -2.755 -7.197
C 0.410 -1.353 -7.739
H -2.170 5.411 0.698
H 5.307 1.912 -0.372
H 2.096 3.300 4.356
H -4.185 2.903 1.626
H 6.786 -2.583 8.287
H -3.784 -3.002 1.611
H -0.147 3.239 0.151
H 1.534 -3.194 0.706
H -6.850 0.603 0.454
H 0.851 5.963 0.030
H -5.394 -1.374 0.287
H 1.254 -3.206 5.666
H -1.519 2.623 -3.219
H -5.132 1.414 -0.865
H 5.219 1.285 -1.993
H 3.324 -2.481 -11.515
H -1.241 1.338 -2.045
H 1.735 -0.832 2.668
H -2.493 2.940 -1.031
H 0.280 -4.606 6.154
H -0.277 -2.665 -0.402
H 1.248 -3.724 7.342
H 1.509 -2.826 -6.614
H 2.228 -1.260 -12.223
H 0.840 -0.325 0.686
H -2.510 -2.750 -0.235
H -0.113 5.830 1.474
H -6.290 -1.361 1.816
H -1.698 -0.042 -0.349
H 1.754 3.558 1.281
H -2.757 4.670 -1.487
H -4.726 4.810 -0.280
H 5.190 -2.256 8.981
H -0.483 -1.275 -8.358
H -0.382 4.452 -1.066
H -3.663 -0.057 4.372
H -0.068 0.534 -4.625
H -3.481 -1.343 -0.412
H -5.822 3.145 1.056
H 0.294 -0.650 -6.913
H 2.407 -5.855 6.687
H -4.824 3.377 -1.296
H 2.472 -2.371 2.952
H 3.141 4.658 4.529
H 0.632 4.652 3.273
H 3.311 3.549 3.142
H 5.929 -3.875 9.138
H -1.199 -0.570 1.228
H 0.478 2.100 -4.171
H 2.595 5.121 1.100
H -6.091 1.044 1.950
H 1.795 5.980 3.155
H 2.326 -5.371 5.002
H 0.664 -3.482 -8.005
H -2.435 -2.206 2.343
H 5.720 0.225 -0.676
H -3.687 -0.052 2.199
H 2.892 -2.134 0.721
H -2.058 0.964 -3.531
H -4.560 -1.246 3.117
H -3.865 1.027 0.271
H -0.255 -3.032 -6.565
H -2.050 3.762 1.335
H 3.928 -0.869 -11.929
H 1.995 1.048 -2.849

=====

2.
20
Properties=species:S:1:pos:R:3 method="wB97M-V/def2-TZVPD" total_charge=-1 homo_energy_ev=-4.3910 energy_ha=-967.969464 de_lowest_kcal_mol=61.0 homo_lumo_gap_ev=7.857
P -0.122 -1.992 0.657
O 0.646 -1.243 1.661
O -0.019 -3.521 0.678
O -2.259 -1.498 2.101
O -2.557 -1.069 0.048
N -1.869 -1.394 0.976
C 0.254 -1.086 -1.083
C -0.657 -0.056 -1.453
C 0.422 2.816 0.688
C 1.510 -0.541 -0.478
C -0.585 1.192 -0.871
C 1.508 0.687 0.007
C 0.501 1.663 -0.016
H -1.346 -0.269 -2.269
H 1.265 3.216 1.234
H -0.506 3.120 0.996
H 0.258 -1.733 -1.928
H 2.352 -1.168 -0.172
H 2.430 0.975 0.550
H -1.225 1.900 -1.326